ORCA calculation (the ωB97M-V functional and the def2-TZVPD basis) on a cluster of 12 separate species, C38H86N2O26 in total in a non-equilibrium geometry.

## Properties
Total charge   0
Kohn-Sham gap   2.9 eV
E_LUMO   -2.0640 eV
Total energy   -3564.78250 hartree
2S+1   1
Largest force on an atom   6.42 eV Å⁻¹

Cartesian coordinates (Å):
N  4.804962  -3.480929  -3.980651
H  4.244190  -3.496301  -4.820536
H  4.254227  -3.420414  -3.136175
H  5.563310  -2.816182  -4.036420
H  5.345083  -4.333829  -3.949912
N  2.774333  -7.574560  1.775759
H  2.506467  -6.696789  1.354012
H  3.361497  -7.346124  2.565164
H  3.358740  -8.072993  1.119905
H  1.990885  -8.113202  2.116573
C  0.466961  -0.447462  0.071402
C  0.938963  -1.549106  1.030761
C  -0.053631  -1.704062  2.133670
O  1.299957  -2.689996  0.347303
H  0.379595  0.569041  0.455055
H  -0.448401  -0.648251  -0.485266
H  1.274231  -0.291993  -0.644320
H  1.882287  -1.141621  1.394312
H  -1.008001  -1.973404  1.681195
H  -0.444286  -0.766228  2.528589
H  0.229170  -2.362860  2.954702
C  10.392455  -4.176297  -1.115551
C  9.606657  -5.423211  -1.068534
C  8.623536  -5.424763  0.059505
O  8.880104  -5.814008  -2.239759
H  9.887055  -3.375859  -1.655887
H  11.348570  -4.299375  -1.624278
H  10.694641  -3.926767  -0.098437
H  10.333414  -6.224189  -0.933069
H  8.949478  -4.996405  1.007326
H  8.245604  -6.426961  0.261609
H  7.714268  -4.868438  -0.168143
C  -3.598876  5.998366  -3.610660
C  -4.661019  6.747655  -2.807395
O  -5.306456  7.737706  -3.596568
C  -4.710048  8.906641  -3.872704
O  -3.553275  9.252124  -3.613437
O  -5.670914  9.658986  -4.506411
C  -5.463291  11.052568  -4.558223
H  -3.190252  5.238513  -2.944523
H  -2.773042  6.623061  -3.951037
H  -4.029511  5.499873  -4.479089
H  -4.238622  7.089589  -1.862531
H  -5.374768  5.939591  -2.647078
H  -4.863693  11.375188  -3.707043
H  -6.302756  11.742936  -4.640540
H  -4.815763  11.299683  -5.399503
C  8.438502  10.362443  -2.410676
C  8.120315  8.888670  -2.784037
O  7.250140  8.356451  -1.798537
C  5.874441  8.700549  -1.830411
O  5.380905  9.612031  -2.476300
O  5.132424  7.862663  -1.071842
C  3.780031  7.972423  -1.021686
H  7.599349  11.037272  -2.241767
H  8.933305  10.835274  -3.259027
H  9.076340  10.404383  -1.527783
H  9.041592  8.306667  -2.808727
H  7.623050  8.887152  -3.753999
H  3.650245  8.920983  -0.500639
H  3.399726  7.207292  -0.344890
H  3.316709  8.004599  -2.007776
C  -5.591662  -6.803330  7.767548
C  -7.095499  -6.812935  7.544659
O  -7.866235  -7.628513  8.376485
C  -7.772706  -8.942973  8.467228
O  -7.107423  -9.705922  7.750035
O  -8.698304  -9.365975  9.312009
C  -9.135395  -10.691751  9.292765
H  -5.173439  -7.796068  7.601270
H  -5.314783  -6.391087  8.737855
H  -5.146979  -6.132576  7.032407
H  -7.267735  -7.074626  6.500649
H  -7.493225  -5.809050  7.693386
H  -9.123300  -11.262785  8.364397
H  -10.080519  -10.752155  9.832385
H  -8.449362  -11.176272  9.987530
C  -10.966343  -8.177425  1.830665
C  -9.590164  -8.667325  2.223304
O  -8.602308  -7.886445  1.526576
C  -7.378216  -8.165966  1.528502
O  -6.869633  -9.100181  2.215665
O  -6.745232  -7.200350  0.893161
C  -5.354891  -7.042944  0.899519
H  -11.070312  -7.162425  2.214143
H  -11.800858  -8.777287  2.193783
H  -11.059737  -8.213153  0.745263
H  -9.382495  -9.703379  1.955784
H  -9.402859  -8.563182  3.292033
H  -5.132314  -6.055937  0.494097
H  -4.767840  -7.865279  0.490572
H  -4.945937  -6.890997  1.898412
C  3.862184  4.020548  5.486382
C  2.956225  3.405942  6.571155
O  2.955649  4.388366  7.609114
C  2.036848  4.421148  8.586602
O  1.229140  3.498934  8.773975
O  2.196247  5.457558  9.439686
C  1.559884  5.510872  10.683906
H  4.908006  3.981299  5.791037
H  3.783727  5.097397  5.336903
H  3.741167  3.549081  4.511101
H  3.288675  2.427795  6.918729
H  1.994019  3.220528  6.093781
H  0.477111  5.465277  10.567162
H  1.860091  6.426386  11.193633
H  1.833870  4.584115  11.188024
C  -4.663045  2.076960  5.185338
C  -6.097930  1.709061  4.982092
O  -6.340779  0.715671  3.967691
C  -5.950205  0.809369  2.742880
O  -5.360867  1.742599  2.184543
O  -6.356992  -0.302403  2.078107
C  -6.294360  -0.317615  0.610998
H  -4.485353  2.819873  5.962910
H  -4.187256  2.554630  4.328864
H  -4.181100  1.157646  5.518056
H  -6.613165  2.645702  4.769144
H  -6.559067  1.447127  5.934366
H  -6.867148  -1.156121  0.214852
H  -5.264088  -0.343657  0.256093
H  -6.864986  0.512251  0.194097
C  1.444282  0.278064  -10.747055
C  1.142505  -1.238652  -10.701074
O  0.127203  -1.559145  -9.747796
C  0.405391  -2.073904  -8.557897
O  1.560987  -2.283925  -8.097979
O  -0.748305  -2.164551  -7.896558
C  -0.839909  -2.813071  -6.643620
H  0.453387  0.717581  -10.861186
H  2.042048  0.524077  -11.624709
H  1.904121  0.699531  -9.853178
H  2.095350  -1.692950  -10.429352
H  0.861904  -1.634005  -11.677323
H  -0.081914  -2.655867  -5.876270
H  -0.820896  -3.879959  -6.866041
H  -1.781991  -2.614933  -6.132406
C  4.152945  4.625552  -6.260153
C  4.880147  3.439071  -5.653502
O  6.272317  3.623741  -5.814563
C  7.173054  2.728105  -5.511744
O  7.055934  1.581588  -5.064414
O  8.373316  3.368483  -5.820372
C  9.636802  2.712357  -5.829734
H  4.452247  4.943681  -7.258797
H  4.236180  5.605172  -5.789491
H  3.084432  4.426052  -6.179068
H  4.749959  2.512322  -6.212339
H  4.714240  3.440637  -4.576203
H  9.605223  1.750535  -5.317879
H  10.413461  3.295285  -5.334649
H  9.763678  2.423290  -6.873025

Atomic forces in eV per Å
0.812 -0.707 -0.219
-0.360 0.286 -0.301
-0.293 0.404 0.472
-0.015 1.096 0.136
0.158 -1.070 0.206
0.663 0.256 0.286
-0.609 0.714 -0.315
0.347 0.201 0.556
0.065 -0.521 -0.415
-0.479 -0.223 -0.184
0.437 0.698 -0.781
1.288 -0.060 -1.306
-1.540 0.281 0.305
-0.648 -0.522 0.100
-0.303 0.057 0.810
-0.128 -0.394 0.023
0.011 -0.414 -0.417
0.348 0.574 0.941
-0.067 -1.165 -0.173
0.849 0.591 0.516
-0.019 -0.141 -0.154
1.179 1.021 -0.356
-1.948 -2.096 -2.348
-1.020 -0.082 1.323
0.685 1.071 0.701
-0.288 0.233 0.359
-0.004 -0.240 -0.365
-0.202 0.577 0.155
0.365 -0.414 0.650
0.478 -0.036 0.305
0.208 -0.263 -0.036
0.016 0.346 -0.544
0.453 0.235 0.121
1.170 -1.399 -0.966
-0.208 0.794 0.054
1.081 0.829 0.277
-2.799 -0.777 -0.500
-0.019 -0.754 0.694
2.250 1.173 -0.131
0.097 -0.135 -0.083
-0.075 0.115 0.097
-0.113 0.041 0.049
-0.290 0.483 -0.135
-0.618 0.702 0.425
-0.176 -0.071 0.262
-0.733 -1.103 0.133
-0.017 -0.140 -0.291
0.439 -0.161 -0.500
-0.767 2.529 0.098
-3.126 -0.885 0.993
0.316 0.546 -1.069
1.092 -1.319 0.793
4.928 -1.093 -0.684
-1.680 1.726 0.774
-0.434 -0.653 0.086
0.483 -0.096 0.032
0.101 -0.002 -0.087
-0.339 -0.202 0.182
0.063 -0.255 -0.073
-1.042 0.247 -0.201
0.068 -0.223 -0.466
-0.105 -0.168 0.116
-0.078 -0.018 0.071
1.024 0.554 -1.182
-0.491 -0.157 1.650
0.601 -2.198 -2.996
-0.801 1.843 1.562
-0.628 1.707 -0.083
0.877 -1.561 1.717
0.033 0.052 0.222
-0.050 -0.294 0.144
-0.067 0.003 -0.141
-0.186 -0.199 -0.061
-0.085 -0.107 0.084
-0.026 0.706 -0.248
-0.221 0.378 -0.548
0.098 -0.709 -0.195
0.313 0.168 -0.323
0.489 -0.960 0.246
-4.019 1.386 -0.867
3.988 -3.158 3.920
-0.852 2.396 -2.480
-0.081 0.393 -1.033
1.333 0.430 1.176
-0.245 0.056 -0.296
0.354 -0.165 0.405
0.045 0.347 -0.035
-0.279 -0.090 0.083
0.019 0.013 0.012
-0.232 -0.390 -0.859
-0.405 0.066 -0.488
-0.416 -0.470 0.537
0.854 -0.116 0.337
-0.015 0.500 -1.401
-0.424 1.427 1.145
-1.354 -3.076 1.304
1.234 2.109 -0.411
1.432 0.415 -2.788
-0.919 -1.336 0.180
0.148 -0.570 -0.045
-0.955 0.000 0.188
0.018 -0.200 0.168
0.284 0.225 0.260
-0.438 0.377 0.608
-0.074 0.236 -0.022
0.148 -0.277 -0.161
0.052 0.278 0.633
0.960 -0.429 0.242
-0.245 2.164 -0.171
-0.610 -0.600 2.308
1.179 1.718 -3.613
-1.069 -1.543 1.363
-0.198 -0.201 -0.444
-0.319 0.548 0.548
-0.632 -0.123 0.382
-0.111 -0.653 -0.293
0.690 0.151 -0.274
-0.387 -0.111 -0.798
0.042 -1.069 -0.368
0.341 -0.511 0.760
-0.145 0.142 0.110
0.511 0.519 0.246
-1.468 -0.570 -0.228
2.135 0.575 0.473
-0.480 -0.175 -0.272
3.372 0.489 1.614
-3.533 0.140 -1.293
0.021 0.550 -0.158
0.140 -1.623 0.647
0.124 0.586 -0.093
0.012 -0.096 0.058
0.038 -0.386 0.033
-0.243 -0.568 0.190
-0.396 0.153 0.210
0.497 0.633 -0.613
-0.047 -0.164 0.207
-0.135 0.442 -0.698
-0.422 0.665 -0.114
0.532 0.314 -0.149
0.960 1.278 -0.226
2.205 -1.566 0.518
-0.056 2.575 -1.081
-1.370 -0.136 0.776
-0.887 -1.671 -0.081
-0.127 -0.974 -0.397
0.517 -0.325 1.017
-0.072 -0.164 -0.490
-1.183 -0.150 0.544
-0.502 -0.732 -0.094
-0.277 0.019 0.352
-0.251 0.351 -0.543
0.901 0.475 -0.022

These are the Löwdin partial charges, in e, on atoms 1 to 4: atom 1 (N): 0.34, atom 2 (H): 0.15, atom 3 (H): 0.16, atom 4 (H): 0.15